Entry 1:
The following is a DFT calculation (ωB97M-V/def2-TZVPD) of a molecular structure, C44H33GeN5O2Ti.

```
! wB97M-V def2-TZVPD RIJCOSX def2/J DEFGRID3
* xyz 2 1
Ge -2.03 -0.50 -0.38
Ti 1.28 0.35 0.69
O 2.64 1.31 1.42
O -0.12 -0.23 -0.79
N 1.67 1.51 -1.02
N 0.71 -0.90 2.11
N -0.13 1.55 1.71
N 1.24 0.95 -2.23
N 2.44 -1.37 0.19
C 4.53 4.93 0.79
C 3.24 2.50 1.22
C -3.06 -3.04 -1.13
C -1.01 -0.09 5.38
C 3.15 3.13 -0.04
C -0.28 -0.83 4.42
C -4.09 -3.62 -3.22
C -2.46 2.17 -1.50
C -3.04 3.43 -1.52
C -1.52 3.08 3.53
C -0.47 -3.07 -3.97
C 2.86 -4.56 1.99
C -2.69 1.31 -0.42
C -3.52 1.72 0.62
C -0.49 -1.19 -5.48
C -0.16 -0.34 -4.44
C -0.01 -0.86 -3.16
C 4.18 -2.59 -0.89
C -3.69 -3.97 -1.94
C -3.27 -1.39 -2.88
C -0.46 2.80 1.42
C -3.87 3.83 -0.47
C -0.46 1.01 2.91
C 1.32 -2.17 2.12
C -0.65 -2.55 -5.25
C 1.84 -4.42 2.88
C -1.17 1.76 3.87
C 2.46 2.54 -1.14
C -1.46 1.17 5.12
C -0.01 -0.32 3.17
C 3.35 -1.47 -0.77
C 4.06 -3.60 0.03
C 4.60 4.29 2.02
C 3.97 3.08 2.24
C 3.10 -3.52 1.06
C -4.11 2.98 0.59
C -2.84 -1.74 -1.60
C 3.82 4.35 -0.24
C 1.06 -3.24 2.95
C 2.30 -2.36 1.11
C 0.37 0.02 -2.04
C -1.17 3.60 2.31
C -0.16 -2.22 -2.92
C -3.88 -2.32 -3.69
H -3.87 -4.98 -1.57
H -0.90 -3.21 -6.07
H -0.03 0.72 -4.61
H -4.59 -4.34 -3.85
H -4.21 -2.05 -4.68
H -3.72 1.07 1.46
H -1.42 4.61 2.02
H -0.63 -0.79 -6.48
H 4.69 -4.48 -0.03
H -4.33 4.81 -0.50
H 1.61 -5.22 3.58
H 3.77 4.83 -1.21
H 3.47 -5.45 1.96
H -1.83 1.86 -2.33
H -3.12 -0.38 -3.25
H -1.87 -1.09 1.02
H -2.01 1.74 5.86
H -2.75 -3.33 -0.13
H 3.41 -0.66 -1.48
H -0.16 3.17 0.44
H -4.77 3.29 1.40
H -0.59 -4.13 -3.79
H 5.17 4.75 2.83
H -0.03 -2.62 -1.92
H 0.25 -3.22 3.65
H 0.08 -1.79 4.73
H 4.04 2.57 3.20
H 5.04 5.88 0.63
H -1.19 -0.54 6.34
H -2.06 3.68 4.24
H 4.91 -2.63 -1.69
H -2.86 4.10 -2.35
H 2.61 2.95 -2.13
*
```

For the LUMO energy, the calculation gives -6.7 eV. For the HOMO energy, the calculation gives -12.86 eV.

Mulliken atomic charge list, values in e, 5 entries: atom 1 (Ge): 1.59, atom 2 (Ti): -2.14, atom 3 (O): -0.35, atom 4 (O): -1.78, atom 5 (N): 1.06

=====

Entry 2:
The following is a DFT calculation (ωB97M-V/def2-TZVPD) of a molecular structure, C44H34AsCl3F6N2O2P2PbTe at a distorted geometry.

```
! wB97M-V def2-TZVPD RIJCOSX def2/J DEFGRID3
* xyz 1 2
Pb -1.44 2.50 -1.22
Te -0.05 0.16 3.09
As -4.75 1.35 -1.94
Cl -2.28 7.24 -2.79
Cl -2.80 4.87 -1.22
Cl -0.52 6.48 -0.61
P 1.32 -0.41 0.12
P -1.53 -1.77 1.09
F -5.51 0.22 -0.89
F -3.75 2.51 -2.88
F -6.10 2.37 -2.03
F -3.15 0.45 -1.79
F -5.07 0.46 -3.37
F -4.15 2.21 -0.43
O 0.00 5.73 -3.78
O -0.35 3.89 -2.58
N 0.12 3.18 0.64
N -4.86 0.18 4.08
C -2.17 0.13 3.46
C 2.88 1.09 1.99
C 2.10 4.39 1.34
C 5.21 -0.25 1.34
C -1.26 -2.58 -1.66
C 1.83 -1.96 -0.68
C -1.03 -3.43 1.70
C -0.12 -4.82 3.44
C 0.28 0.86 -3.58
C -3.09 0.63 2.55
C -4.43 0.62 2.91
C -0.37 -5.95 2.67
C 1.54 3.43 0.50
C 5.22 0.70 2.35
C -1.53 5.91 -1.95
C 2.75 -4.36 -1.73
C 2.84 0.10 1.00
C 2.35 -2.00 -1.98
C 1.04 0.76 -1.27
C 2.26 -4.31 -0.43
C -0.46 -3.57 2.96
C 1.94 2.40 -2.79
C -3.99 -0.28 4.95
C -2.62 -0.33 4.69
C -1.81 -2.83 -2.90
C 3.45 4.67 1.32
C 4.28 3.99 0.44
C -3.44 -2.02 -0.81
C -0.53 5.10 -2.91
C -3.99 -2.29 -2.05
C -1.29 -4.56 0.94
C 1.80 1.93 -1.49
C 3.73 3.08 -0.44
C 4.03 -0.55 0.67
C 2.80 -3.21 -2.49
C -0.96 -5.81 1.42
C 2.37 2.77 -0.41
C 1.22 1.85 -3.84
C 1.82 -3.11 0.10
C 4.06 1.38 2.65
C -2.07 -2.14 -0.61
C -3.18 -2.67 -3.10
C 0.23 0.28 -2.32
C 0.00 -0.81 1.21
H -1.76 -4.47 -0.03
H -3.60 -2.86 -4.07
H -1.94 -0.73 5.43
H -4.07 -1.70 0.01
H -0.10 -6.92 3.05
H -1.17 -3.16 -3.71
H 5.34 4.20 0.40
H -4.39 -0.63 5.89
H 1.46 -3.07 1.12
H 2.01 1.67 2.23
H 2.23 -5.20 0.18
H 6.13 0.92 2.88
H 2.40 -1.11 -2.58
H -2.79 0.99 1.58
H 3.10 -5.30 -2.14
H 6.12 -0.77 1.07
H -5.18 0.99 2.23
H -0.27 -2.69 3.57
H -0.41 -0.57 -2.15
H 1.34 2.24 -4.84
H -5.06 -2.19 -2.20
H -0.04 2.52 1.41
H -1.17 -6.68 0.82
H 2.60 3.23 -2.97
H 4.06 2.14 3.42
H -0.31 4.07 0.92
H 0.32 -4.92 4.42
H 4.06 -1.29 -0.10
H 4.34 2.58 -1.17
H 1.45 4.94 2.01
H 3.85 5.41 1.99
H -0.21 -2.76 -1.49
H -0.35 0.48 -4.37
H 3.21 -3.24 -3.49
*
```

The expectation value of S² is 0.76. For the LUMO energy (spin up / spin down), the calculation gives -3.2 / -5.0 eV. For the HOMO energy (spin up / spin down), the calculation gives -10.84 / -10.73 eV.

Mulliken atomic charge list, values in e, 5 entries: atom 1 (Pb): 2.08, atom 2 (Te): 0.30, atom 3 (As): 2.03, atom 4 (Cl): -0.09, atom 5 (Cl): -0.17

=====

Entry 3:
The following is a DFT calculation (ωB97M-V/def2-TZVPD) of a molecular structure, C44H34BrI2N8O5SSc at a distorted geometry.

```
! wB97M-V def2-TZVPD RIJCOSX def2/J DEFGRID3
* xyz 0 1
I -4.46 -3.11 1.38
I -2.91 -4.02 7.22
Br -5.46 0.33 -5.56
Sc -1.11 0.07 0.80
S -0.72 4.89 0.53
O 5.35 5.38 1.18
O -1.65 -1.16 -1.13
O -2.95 1.08 -0.97
O -2.07 -1.40 1.63
O 0.40 -1.20 0.83
N 0.71 0.70 -1.00
N -0.37 0.53 3.07
N 6.19 0.49 -1.27
N -2.96 0.94 2.32
N -0.85 2.15 0.81
N -2.23 -3.87 -4.26
N 5.46 -0.50 -1.23
N -0.52 -3.06 -3.06
C -0.12 -4.29 -3.53
C -0.77 3.32 0.69
C -2.19 -1.89 2.82
C -3.49 -3.40 4.28
C -1.57 -2.23 5.14
C -2.63 -3.11 5.32
C -3.50 2.33 4.18
C -4.21 -0.13 -4.21
C 1.05 -5.01 -3.38
C -5.23 1.56 2.73
C 1.81 0.00 -0.63
C 6.32 2.87 -1.32
C -1.15 -6.05 -4.86
C 1.58 -1.07 0.31
C -4.25 0.90 2.00
C -3.56 2.36 -0.90
C -1.14 1.51 3.84
C 0.01 -6.77 -4.69
C 5.60 4.21 0.54
C -1.35 -1.61 3.93
C -1.22 -4.79 -4.27
C -4.84 2.31 3.83
C 3.89 -1.71 0.03
C 5.44 6.58 0.46
C 0.86 1.70 -1.84
C 4.17 -0.59 -0.75
C -3.18 0.36 -2.11
C 3.22 1.37 -2.01
C 2.10 2.08 -2.35
C 5.29 3.04 1.24
C -0.13 -0.73 3.79
C -2.57 -1.65 -3.34
C 3.11 0.28 -1.12
C 5.44 1.81 0.65
C 1.10 -6.26 -3.97
C -2.45 -0.84 -2.20
C 5.93 1.71 -0.65
C -3.48 -1.29 -4.34
C -1.80 -2.86 -3.54
C -2.59 1.60 3.42
C 6.13 4.11 -0.75
C -3.25 -2.78 3.07
C 2.65 -1.92 0.58
C -4.06 0.71 -3.12
H 1.99 -6.86 -3.87
H 1.89 -4.62 -2.83
H 4.93 3.14 2.26
H -4.65 1.61 -3.06
H -5.57 2.86 4.40
H -0.04 2.23 -2.13
H 6.72 2.78 -2.32
H -1.55 -2.12 -1.06
H 0.10 -7.75 -5.13
H 4.71 -2.38 0.25
H 4.18 1.62 -2.44
H -1.11 1.26 4.91
H -3.59 -1.95 -5.18
H -4.65 2.28 -0.86
H -3.17 2.90 5.03
H -0.90 -2.04 5.97
H -3.26 2.97 -1.76
H 2.48 -2.76 1.24
H -6.26 1.49 2.43
H 2.17 2.92 -3.03
H 4.79 6.56 -0.42
H 6.47 6.80 0.16
H -3.19 2.83 0.01
H -1.98 -6.44 -5.42
H 5.19 0.91 1.21
H 6.41 4.99 -1.31
H 0.62 -1.29 3.21
H 0.28 -0.52 4.79
H -4.50 0.30 1.14
H 0.06 -2.40 -2.58
H 0.54 0.94 2.85
H -0.69 2.50 3.72
H 5.08 7.36 1.14
H -4.31 -4.08 4.39
*
```

For the LUMO energy, the calculation gives -0.4 eV. For the HOMO energy, the calculation gives -7.42 eV.

natural (NBO) atomic charge list, values in e, 5 entries: atom 1 (I): 0.13, atom 2 (I): 0.12, atom 3 (Br): 0.07, atom 4 (Sc): 1.78, atom 5 (S): -0.17

=====

Entry 4:
The following is a DFT calculation (ωB97M-V/def2-TZVPD) of a molecular structure, C44H34CoF5NP2STe.

```
! wB97M-V def2-TZVPD RIJCOSX def2/J DEFGRID3
* xyz 1 1
Te -1.24 -0.19 2.23
Co 0.27 0.20 0.17
S 0.25 -1.64 -1.09
P 2.01 -0.44 1.51
P -1.15 1.40 -1.18
F 3.23 -2.37 -5.18
F 1.26 -3.10 -3.50
F 1.86 0.89 -1.06
F 4.55 -0.01 -4.82
F 3.85 1.61 -2.74
N 0.39 1.83 1.12
C -3.18 -0.50 -1.14
C 2.89 -1.57 -4.17
C -3.01 0.98 2.05
C 4.41 0.46 0.39
C 5.54 0.30 -0.39
C -4.72 -2.03 3.56
C 1.88 -1.94 -3.30
C -1.36 2.93 -0.21
C 0.15 1.30 -5.02
C -6.01 -0.08 4.13
C -3.60 1.45 -2.49
C -2.76 0.74 -1.64
C 1.62 -4.16 4.17
C 3.22 0.45 -2.93
C -3.82 -1.24 2.86
C -4.86 0.94 -2.81
C 1.48 2.14 1.92
C 0.37 3.04 -2.86
C 3.56 -0.63 0.61
C -5.27 -0.28 -2.29
C 4.98 -2.02 -0.75
C 2.17 1.00 2.62
C 0.90 2.47 -5.13
C 3.84 -1.87 0.02
C 0.64 4.06 1.09
C 2.20 0.05 -2.10
C -5.82 -1.46 4.19
C -2.62 -1.82 2.17
C -0.13 3.02 0.65
C -4.43 -1.00 -1.46
C -0.39 1.88 -2.75
C -0.49 1.01 -3.83
C 2.58 -3.20 4.45
C 5.83 -0.94 -0.96
C 0.80 -4.02 3.07
C -4.02 0.15 2.80
C 1.01 3.33 -4.05
C 3.57 -0.37 -3.99
C -5.11 0.72 3.44
C 1.51 -1.13 -2.23
C 1.87 -1.92 2.54
C 1.68 3.49 1.91
C 0.92 -2.90 2.25
C 2.71 -2.08 3.64
H -2.26 2.80 0.39
H 0.06 0.63 -5.86
H 0.30 -2.80 1.37
H 5.20 -2.97 -1.20
H -3.28 2.39 -2.91
H -5.26 1.79 3.41
H -6.86 0.37 4.63
H -2.85 1.96 2.48
H 1.40 2.70 -6.06
H 3.18 -2.71 0.18
H -4.56 -3.10 3.62
H 0.07 -4.78 2.83
H 4.17 1.43 0.80
H 3.21 1.22 2.87
H 0.47 5.11 0.90
H -2.19 -2.67 2.68
H 6.72 -1.06 -1.56
H 1.66 0.73 3.55
H 3.24 -3.32 5.31
H -2.82 -2.09 1.13
H -1.07 0.09 -3.74
H -5.51 1.50 -3.47
H 2.44 4.03 2.45
H -2.49 -1.08 -0.53
H 3.48 -1.35 3.85
H 6.20 1.14 -0.56
H 1.60 4.23 -4.14
H -4.75 -1.96 -1.07
H -3.27 1.08 0.99
H -6.51 -2.08 4.74
H 0.49 3.70 -2.01
H -6.24 -0.67 -2.55
H 1.52 -5.02 4.81
H -1.51 3.80 -0.85
*
```

For the LUMO energy (spin up / spin down), the calculation gives -3.7 / -3.7 eV. For the HOMO energy (spin up / spin down), the calculation gives -10.21 / -10.21 eV.

Mulliken atomic charge list, values in e, 5 entries: atom 1 (Te): 0.55, atom 2 (Co): -0.29, atom 3 (S): -0.50, atom 4 (P): 1.60, atom 5 (P): 2.07

=====

Entry 5:
The following is a DFT calculation (ωB97M-V/def2-TZVPD) of a molecular structure, C44H35BiClIN10O6S2 at a distorted geometry.

```
! wB97M-V def2-TZVPD RIJCOSX def2/J DEFGRID3
* xyz -2 1
Bi 1.58 0.61 -1.21
I 1.11 2.34 -4.66
Cl -4.32 -0.86 -4.66
S 3.48 -3.05 1.53
S 3.60 -0.62 -0.26
O 7.07 1.48 -0.60
O -0.98 -3.90 -4.84
O 1.81 2.21 0.22
O 0.79 -3.07 -3.24
O -2.83 -3.09 -5.73
O 1.63 -1.02 -3.09
N 3.16 1.64 -2.30
N 4.31 3.43 2.52
N -4.48 -0.24 3.73
N 1.40 -1.82 0.58
N -2.41 0.05 -2.93
N -3.28 0.33 1.74
N -5.54 0.04 4.54
N -1.12 -0.19 -2.62
N -5.29 -0.36 5.74
N -1.53 0.04 0.43
C -1.53 -1.90 5.25
C -3.19 1.00 -2.26
C -1.26 2.61 -1.91
C -2.06 -1.93 6.54
C 4.19 2.51 -0.18
C -0.79 -4.07 2.47
C -3.42 -1.51 0.03
C 0.18 -4.85 3.09
C 5.18 -0.29 -4.71
C -5.38 1.59 -1.40
C -3.50 -0.87 4.46
C 2.87 1.18 -4.67
C 3.16 2.99 1.98
C -0.73 -1.28 -3.27
C 1.53 -4.63 2.85
C -2.83 -0.89 -3.84
C 0.91 -2.80 1.36
C 4.20 2.10 -1.50
C -4.55 0.71 -2.05
C -2.33 1.26 2.11
C -2.24 -1.37 4.18
C 3.32 0.66 -5.87
C 3.56 1.01 -3.47
C 4.50 -0.06 -5.90
C -3.32 -1.46 6.83
C 6.72 2.82 -0.28
C 5.42 2.93 0.45
C -4.56 0.15 2.35
C -2.74 -0.38 0.71
C 3.03 2.57 0.67
C 1.89 -3.60 2.00
C -0.44 -3.05 1.60
C -1.90 -2.97 -4.95
C 1.96 2.98 2.90
C 0.68 -1.83 -3.18
C -3.54 3.06 -1.08
C 4.72 0.23 -3.53
C 2.69 -1.80 0.56
C -1.26 1.06 1.29
C -2.68 2.20 -1.75
C -4.89 2.78 -0.90
C -1.79 -1.79 -4.06
C 5.39 3.37 1.75
C -4.06 -0.92 5.77
H 6.70 3.41 -1.22
H -5.14 1.08 2.32
H 1.19 3.66 2.53
H -5.10 -0.62 1.77
H -0.73 1.87 -2.49
H 1.53 1.98 2.94
H 5.13 2.16 -2.04
H 6.28 0.94 -0.47
H -1.81 -1.35 3.19
H -4.39 -1.20 -0.37
H -2.49 1.94 2.93
H -1.83 -4.25 2.68
H 4.88 -0.44 -6.83
H -6.43 1.33 -1.27
H -0.25 -3.65 -4.16
H -5.54 3.48 -0.39
H -3.14 3.99 -0.70
H 5.23 0.01 -2.60
H 6.08 -0.89 -4.71
H -4.95 -0.22 -2.41
H 2.27 3.29 3.89
H -0.54 -2.29 5.07
H -1.44 -2.33 7.34
H -0.12 -5.63 3.77
H -0.32 1.56 1.26
H -3.73 -1.48 7.83
H -2.79 -1.85 -0.78
H 7.53 3.22 0.34
H 2.75 0.82 -6.77
H 2.29 -5.23 3.33
H -0.77 2.70 -0.95
H 6.30 3.71 2.23
H -3.58 -2.34 0.72
H -1.20 3.58 -2.41
H -1.16 -2.43 1.10
*
```

For the LUMO energy, the calculation gives 3.4 eV. For the HOMO energy, the calculation gives 0.35 eV.

Mulliken atomic charge list, values in e, 5 entries: atom 1 (Bi): 1.66, atom 2 (I): 0.07, atom 3 (Cl): -0.16, atom 4 (S): -0.33, atom 5 (S): -0.26